The molecule C4H6O2S in a non-equilibrium geometry, computed with ωB97M-V/def2-TZVPD.

```
13
Properties=species:S:1:pos:R:3:forces:R:3
H 1.620040 -0.481469 0.404013 -2.35 0.63 -0.71
H -0.102026 1.299393 1.376146 0.98 1.57 0.95
C 0.165797 0.679402 -2.754465 2.32 -0.79 2.72
C -0.427743 0.366636 1.075426 -2.66 -0.91 -1.96
H 0.151929 -1.550768 0.227826 0.07 -0.01 0.13
H 1.152546 0.197636 -2.365485 -0.64 0.61 -1.11
C 0.457410 -0.510925 0.284719 1.34 -0.79 0.23
C -0.526998 0.340943 -0.514653 0.68 0.78 2.02
H -1.429590 -0.086569 -0.898735 -0.20 -0.62 -0.24
S -0.246814 1.891323 -1.406671 0.90 -0.52 -0.57
O -0.566777 0.177317 -3.508750 -1.06 -0.05 -1.66
O -1.523919 2.514407 -1.737596 -0.82 0.28 0.30
H -1.422328 0.080324 1.506109 1.45 -0.18 -0.11
```
Forces are in eV/Å.

Summary:
* energy relative to the best compared isomer or geometry (same formula, charge and spin): 3.326 eV
* HOMO: -9.22 eV
* gap between HOMO and LUMO: 9.70 eV

Atom charges from the Löwdin analysis, given in e for atoms 1 to 2:
1 H 0.148
2 H 0.063